Formula: C9H14
Source: OMol25
Level of theory: ωB97M-V/def2-TZVPD

Results
HOMO-LUMO gap: 9.603 eV
LUMO energy: 1.0 eV
E_tot: -351.2551 a.u.
relative energy (zero: lowest compared OMol25 entry of this formula, charge and spin): 2.042 eV
spin multiplicity: 1
molecular weight: 122.2 u

```
23
Properties=species:S:1:pos:R:3:lowdin_charge:R:1
C 1.571 -0.633 1.501 -0.086
C 0.355 -1.222 1.038 -0.296
C -0.785 -0.475 0.788 -0.113
C -1.931 -0.948 0.307 -0.085
C -1.961 -2.352 -0.038 -0.069
C -0.768 -3.068 0.060 -0.108
C 0.429 -2.625 0.690 0.010
H 2.178 -0.406 0.572 0.106
H 2.322 -1.204 1.999 0.073
H 1.498 0.376 1.899 0.079
H -0.785 0.561 1.232 0.129
H -2.782 -0.395 0.183 0.073
H -2.787 -2.990 -0.525 0.123
H -0.787 -4.042 -0.301 0.068
H 1.210 -3.268 0.907 0.082
C 0.100 2.171 -1.391 -0.206
C 0.714 3.514 -1.161 -0.200
H -0.326 2.018 -2.508 0.104
H 0.886 1.399 -1.312 0.050
H -0.842 1.948 -0.685 0.089
H 0.946 3.989 -2.029 0.015
H -0.011 4.311 -0.733 0.099
H 1.556 3.342 -0.493 0.064
```